# 1
A 2-piece molecular cluster, C24H40Cl2F2N4O7P2S3 overall in a non-equilibrium geometry. Source: the OMol25 dataset; level of theory: ωB97M-V/def2-TZVPD.

Summary:
- SMILES = CCOCCO[C@](CCc1ccccc1)(O[C@@](CN)(N=C=S)[C@](COC(C)=O)([PH2]=N)N([PH2]=S)[C@H](F)CC)S(=O)(=O)F.ClCCl
- lowest unoccupied orbital energy (eV) = 0.22
- E_tot (eV) = -127388.5955
- Kohn-Sham gap (eV) = 8.82

Last column: Mulliken charge in e.
Element x y z (Å)
C 6.3159 -3.0218 2.7192  -1.1807
C 4.8434 -3.2353 2.4167  -0.2479
O 4.4112 -2.3901 1.3652  -0.2714
C 3.0056 -2.3875 1.3052  -0.7593
C 2.5725 -1.4188 0.2171  -0.2809
O 1.1554 -1.5524 0.1258  -0.1696
C 0.5146 -1.1931 -1.0293  0.1051
C 1.1937 -0.1035 -1.8957  -2.3029
C 1.2693 1.2560 -1.1921  0.3684
C 2.6474 1.8892 -1.0419  -0.2563
C 3.8708 1.2779 -1.2871  -0.0895
C 5.0628 1.9802 -1.1104  -1.0384
C 5.0519 3.3054 -0.6965  -0.8336
C 3.8320 3.9415 -0.4804  -0.2115
C 2.6512 3.2331 -0.6476  0.3446
O -0.7586 -0.7071 -0.8642  0.8109
C -1.7321 -1.2237 0.0115  1.5740
C -1.7138 -2.7205 0.3230  -2.5010
N -2.3165 -3.6240 -0.6388  -0.1096
N -1.7328 -0.6345 1.3758  -0.5628
C -0.8227 0.0570 1.7746  0.3032
S 0.4140 0.6088 2.5541  -0.3082
C -3.1296 -0.6485 -0.5796  0.5838
C -4.3323 -1.4370 -0.1130  -2.7627
O -4.3725 -1.6991 1.2960  -0.1421
C -5.2826 -2.6706 1.6134  0.7223
C -4.8460 -4.1066 1.6247  -1.0086
O -6.3905 -2.3600 1.9020  -0.5480
P -3.2445 -0.9023 -2.4761  0.3887
N -3.6822 -2.3248 -2.9558  -0.9569
N -3.1270 0.8116 -0.2187  0.7721
P -4.3116 1.3908 0.8778  0.1094
S -3.6733 2.3308 2.4552  -0.3677
C -2.9070 1.7990 -1.2732  -0.2639
F -1.7462 1.5517 -1.9780  -0.2099
C -2.7070 3.2447 -0.7889  -0.9263
C -1.4660 3.4324 0.1056  -0.9092
S 0.6490 -2.6923 -2.1982  1.3440
O -0.3828 -2.6189 -3.1842  -0.6275
O 1.9702 -2.7550 -2.7278  -0.6851
F 0.4922 -3.9783 -1.3166  -0.2319
H 6.8717 -2.7657 1.8230  0.2998
H 6.6970 -3.9406 3.1611  0.3510
H 6.4235 -2.2492 3.4760  0.3030
H 4.2744 -3.0744 3.3389  0.2938
H 4.6370 -4.2712 2.1229  0.3075
H 2.6226 -1.9910 2.2529  0.3962
H 2.5847 -3.3841 1.1377  0.4138
H 2.8021 -0.4209 0.5839  0.1529
H 3.1220 -1.6775 -0.6839  0.3348
H 0.5137 0.0000 -2.7410  0.9198
H 2.1425 -0.4063 -2.3173  1.1205
H 0.7094 1.9666 -1.7952  0.8180
H 0.7988 1.2688 -0.2111  -0.4010
H 3.9064 0.2443 -1.5962  0.1819
H 6.0032 1.4759 -1.2841  0.4092
H 5.9857 3.8277 -0.5471  0.3892
H 3.7954 4.9906 -0.1820  0.1771
H 1.7066 3.7370 -0.4802  0.0461
H -2.2143 -2.8776 1.2703  0.7509
H -0.6820 -3.0253 0.5377  0.4784
H -2.2739 -4.5785 -0.3174  0.3383
H -1.9849 -3.5517 -1.5869  0.1089
H -4.4116 -2.3890 -0.6372  1.0823
H -5.2497 -0.8948 -0.3795  0.6635
H -3.7874 -4.1845 1.8551  0.2725
H -5.0523 -4.5283 0.6423  0.2739
H -5.4225 -4.6429 2.3679  0.3871
H -2.0065 -0.5505 -3.0249  0.0340
H -4.1970 0.0465 -2.8998  0.0842
H -2.9698 -2.7307 -3.5503  0.3537
H -5.1985 0.4063 1.3124  0.1186
H -5.1193 2.2571 0.1136  0.0947
H -3.7562 1.8388 -1.9591  0.0782
H -3.6066 3.7248 -0.4148  0.4911
H -2.4792 3.7659 -1.7190  0.5557
H -1.7460 4.0332 0.9639  0.5225
H -1.0039 2.4980 0.4020  -0.0604
H -0.7226 4.0247 -0.4278  0.2356
Cl 1.7796 7.4140 3.2174  -0.1559
C 2.2330 7.8043 1.5570  -0.3315
Cl 2.3461 6.3511 0.5480  -0.0971
H 1.4827 8.4635 1.1369  0.2837
H 3.2006 8.2911 1.5647  0.2604

---

# 2
A 7-piece molecular cluster, C24H40F2N3O19P2S overall in a non-equilibrium geometry. Source: the OMol25 dataset; level of theory: ωB97M-V/def2-TZVPD.

Summary:
- lowest unoccupied orbital energy (eV) = -5.02
- E_tot (eV) = -103743.5769
- charge = +1
- Kohn-Sham gap (eV) = 6.68

Last column: Mulliken charge in e.
Element x y z (Å)
C -2.6329 -0.2690 1.9538  -0.9002
C -2.9784 1.2093 1.2777  0.9913
F -2.3227 2.3458 1.9987  -0.3789
C -2.7770 1.2506 -0.3543  -0.1654
N -1.5808 0.4464 -0.8565  0.4983
F -1.8450 -0.8863 -1.1095  -0.1919
C -0.3134 1.0013 -1.0861  -0.3387
N 0.7207 0.0524 -1.6322  -0.2360
P 2.3942 0.6230 -1.4767  0.4744
O 3.3241 -0.5148 -2.1352  -0.6379
N -0.1878 2.4718 -0.8130  0.2947
S 0.6170 2.8708 0.6691  -0.1734
P 0.3059 3.4451 -2.2063  0.1252
C -0.7196 2.7356 -3.6898  -0.8713
C -0.5048 5.1856 -1.8958  -0.8803
H -3.4340 -1.0292 1.5076  0.2313
H -2.7022 -0.2438 3.1303  0.3254
H -1.5702 -0.6459 1.6410  0.2341
H -4.1483 1.3609 1.4628  -0.1879
H -3.7354 0.7041 -0.8109  -0.1181
H -2.8217 2.3508 -0.8070  0.3366
H 0.7110 -0.8884 -1.1332  0.3884
H 2.7063 1.8389 -2.1854  0.1731
H 2.7997 0.6847 -0.0779  0.1281
H 0.1519 4.1149 1.1330  0.2095
H -0.6047 1.5724 -3.8006  0.2899
H -1.8541 3.0284 -3.4911  0.2424
H -0.4042 3.2180 -4.7130  0.4162
H 0.3369 5.9079 -1.5210  0.3040
H -0.9937 5.5363 -2.9190  0.3480
H -1.3378 5.0690 -1.0819  0.2632
C 6.8134 -1.7956 -1.8950  -0.1641
C 5.9876 -1.4782 -0.6907  -0.0414
O 6.9521 -1.1147 0.2787  -0.3145
C 8.0612 -0.7003 -0.4009  0.6097
O 9.0232 -0.1575 0.1165  -0.5513
O 7.9529 -0.9717 -1.7343  -0.3112
H 6.2948 -1.5621 -2.8289  0.1062
H 7.1345 -2.8422 -1.9180  0.2285
H 5.3154 -0.6297 -0.8565  0.0594
H 5.4004 -2.3358 -0.3511  0.3643
C -7.0782 2.4790 2.7086  -0.4651
C -7.7488 1.7485 3.8264  -0.3970
O -7.4051 0.3973 3.5846  -0.2492
C -6.2581 0.4059 2.8444  0.7141
O -5.5889 -0.5841 2.5998  -0.5522
O -5.9573 1.6663 2.4150  -0.4259
H -6.7623 3.4849 2.9987  0.3596
H -7.7087 2.5474 1.8159  0.2782
H -7.3626 2.0414 4.8084  0.2319
H -8.8342 1.8803 3.8176  0.3613
C 6.5501 -0.6705 -6.0284  -0.2692
C 6.5984 -0.7471 -7.5200  -0.3647
O 7.3148 -1.9431 -7.7615  -0.3025
C 7.1686 -2.7243 -6.6515  0.5856
O 7.5130 -3.8923 -6.5811  -0.5438
O 6.5860 -2.0285 -5.6317  -0.2432
H 5.6402 -0.1846 -5.6656  0.2901
H 7.4205 -0.1562 -5.6076  0.2831
H 5.6023 -0.8350 -7.9666  0.2590
H 7.1126 0.1096 -7.9642  0.2987
C 9.2953 -1.9757 3.0649  -0.0860
C 8.0728 -2.2629 3.8749  -0.2312
O 8.3100 -3.5666 4.3710  -0.3204
C 9.6624 -3.7527 4.3673  0.6061
O 10.2288 -4.6994 4.8877  -0.5420
O 10.2979 -2.7412 3.7066  -0.3283
H 9.5569 -0.9140 3.0679  0.3132
H 9.1999 -2.3160 2.0285  0.1133
H 7.9615 -1.5771 4.7214  0.2634
H 7.1598 -2.2367 3.2738  0.1924
C -5.9544 -0.6841 -4.3678  -0.3470
C -6.6361 -0.9276 -3.0606  -0.3179
O -5.9464 -0.0718 -2.1695  -0.2464
C -5.3954 0.9246 -2.9227  0.6384
O -4.8742 1.9272 -2.4635  -0.5482
O -5.5046 0.6531 -4.2561  -0.3031
H -6.6328 -0.7951 -5.2182  0.3051
H -5.0881 -1.3373 -4.5158  0.2555
H -7.6927 -0.6404 -3.0801  0.2865
H -6.5569 -1.9692 -2.7375  0.2931
C -6.7663 -1.6644 5.9331  -0.2858
C -7.2449 -2.3946 7.1458  -0.3423
O -6.9694 -1.4913 8.1995  -0.3141
C -6.9194 -0.2430 7.6492  0.5523
O -6.8697 0.7919 8.2927  -0.5517
O -6.9334 -0.3040 6.2855  -0.1752
H -7.3511 -1.9087 5.0421  0.2733
H -5.7070 -1.8481 5.7252  0.2478
H -8.3224 -2.5887 7.1189  0.2600
H -6.7171 -3.3402 7.2975  0.3107

---

# 3
A 5-piece molecular cluster, C24H40FN4P overall. Source: the OMol25 dataset; level of theory: ωB97M-V/def2-TZVPD.

Summary:
- SMILES = CCCCCCCC[PH3]F.c1cc[nH]c1.c1cc[nH]c1.c1cc[nH]c1.c1cc[nH]c1
- lowest unoccupied orbital energy (eV) = 0.56
- E_tot (eV) = -43501.6007
- Kohn-Sham gap (eV) = 8.79

Last column: Mulliken charge in e.
Element x y z (Å)
C -2.9017 -3.2029 7.5109  -1.1842
C -4.3878 -2.8932 7.6809  -0.5969
C -5.0228 -2.1235 6.5103  -0.3066
C -6.4488 -2.5723 6.1494  -0.8004
C -6.5806 -3.4512 4.8930  -0.7018
C -5.5176 -4.5643 4.7297  -0.3838
C -4.7978 -4.6310 3.3677  -0.8326
C -4.3415 -3.3081 2.7273  -0.8635
P -2.5084 -3.2416 2.4581  0.5653
F -0.8282 -3.1972 2.1758  -0.3871
H -2.5527 -3.9217 8.2589  0.3494
H -2.2813 -2.3052 7.6107  0.3345
H -2.7068 -3.6345 6.5201  0.2269
H -4.9471 -3.8235 7.8492  0.3157
H -4.5185 -2.3074 8.6001  0.4276
H -5.0465 -1.0560 6.7521  0.4964
H -4.3754 -2.2037 5.6252  0.0177
H -6.8702 -3.1163 7.0067  0.3839
H -7.1008 -1.7007 6.0136  0.3133
H -7.5751 -3.9142 4.9146  0.3765
H -6.5815 -2.8204 3.9950  0.3488
H -4.7728 -4.4870 5.5346  0.0936
H -5.9970 -5.5398 4.8725  0.3823
H -3.9289 -5.2984 3.4961  0.4626
H -5.4459 -5.1550 2.6561  0.2542
H -4.6084 -2.4489 3.3546  0.3228
H -4.8200 -3.1294 1.7549  0.4259
H -2.2182 -3.2140 3.8261  -0.0366
H -2.4703 -4.4775 1.7943  0.0148
H -2.5600 -2.0169 1.7766  -0.0110
C 1.0298 -2.1651 -0.7989  -0.5595
C 1.2960 -1.5445 -2.0509  -0.6142
C 0.9454 -0.2267 -1.9323  -0.5070
N 0.4896 -0.0292 -0.6562  0.0579
C 0.5331 -1.2055 0.0419  -0.5010
H 1.1852 -3.1989 -0.5406  0.4317
H 1.6966 -2.0114 -2.9349  0.4003
H 0.9760 0.5819 -2.6427  0.5874
H 0.1475 0.8397 -0.2918  0.2253
H 0.2126 -1.2689 1.0682  0.4672
C 4.6265 2.1482 -4.7581  -0.7627
C 4.2519 2.5917 -6.0555  0.2805
C 2.8843 2.6269 -6.1004  -0.7082
N 2.4189 2.2225 -4.8802  0.0983
C 3.4722 1.9275 -4.0562  -0.4650
H 5.6269 2.0061 -4.3857  0.4066
H 4.9159 2.8540 -6.8614  0.1340
H 2.2090 2.9050 -6.8908  0.3888
H 1.4499 2.1522 -4.6333  0.1808
H 3.3145 1.5783 -3.0499  0.4664
C 8.8637 4.8247 -8.1235  -0.5297
C 9.0448 4.4782 -9.4913  -0.3497
C 7.9080 3.8359 -9.9031  -0.5342
N 7.0506 3.7822 -8.8388  0.0497
C 7.6233 4.3812 -7.7505  -0.2716
H 9.5638 5.3407 -7.4882  0.3815
H 9.9100 4.6780 -10.1007  0.3848
H 7.6401 3.4155 -10.8569  0.3584
H 6.1393 3.3656 -8.8562  0.1666
H 7.1029 4.4440 -6.8100  0.3328
C 0.2217 4.9798 0.7260  -0.5685
C 1.3022 5.5981 0.0389  -0.4749
C 1.9606 4.6187 -0.6542  -0.4527
N 1.3183 3.4344 -0.4160  0.1214
C 0.2605 3.6447 0.4280  -0.2621
H -0.4972 5.4601 1.3681  0.3836
H 1.5655 6.6421 0.0547  0.3933
H 2.8245 4.6634 -1.2950  0.3974
H 1.6035 2.5475 -0.7894  0.2026
H -0.3750 2.8376 0.7523  0.2558